(a)
Here is a 2-piece molecular cluster, C4H10O3 overall from the OMol25 dataset. Energies are from ωB97M-V/def2-TZVPD.

Results
Spin multiplicity: 1
Kohn-Sham gap, eV: 10.7
SMILES: C=C[C@@H](C)O.OO

Last column: natural (NBO) charge in e.
Element x y z (Å)
C: 1.3494 1.1630 1.5568  -0.40
C: 0.5996 0.3701 0.8129  -0.20
C: -0.5943 0.5048 -0.0769  0.06
C: -0.9019 1.9555 -0.4063  -0.64
O: -0.5154 -0.3360 -1.1991  -0.75
H: 2.1398 0.6989 2.1547  0.21
H: 1.0620 2.1592 1.7116  0.18
H: 1.0680 -0.6203 0.7980  0.20
H: -1.4221 0.1371 0.6071  0.20
H: -1.6367 2.0363 -1.1502  0.23
H: 0.0067 2.5077 -0.4991  0.21
H: -1.1847 2.4529 0.5554  0.22
H: 0.1335 -0.2159 -1.9175  0.50
O: -0.4893 -3.7247 -0.3842  -0.46
O: 0.2519 -2.8673 -1.3152  -0.50
H: 0.1840 -4.2373 -0.0005  0.45
H: -0.0505 -1.9842 -1.2473  0.47


(b)
Here is C4H10O3 as an isolated structure from the OMol25 dataset. Energies are from ωB97M-V/def2-TZVPD.

Results
Spin multiplicity: 1
Kohn-Sham gap, eV: 8.9

Last column: natural (NBO) charge in e.
Element x y z (Å)
C: -1.8665 -0.6743 1.0853  -0.26
O: -1.8209 -0.0492 -0.2017  -0.54
C: -1.0637 -0.7462 -1.0923  -0.13
C: 0.7870 0.4572 -0.8278  0.04
O: 0.2829 1.4239 0.0156  -0.73
C: 2.0577 -0.1189 -0.2190  -0.10
O: 1.8407 -0.4629 1.1285  -0.71
H: -2.4010 0.0096 1.7486  0.19
H: -0.8470 -0.8480 1.4500  0.19
H: -2.3979 -1.6270 1.0142  0.20
H: 0.1047 -0.7338 -0.7808  0.20
H: -1.1936 -0.2612 -2.0681  0.15
H: 0.9156 0.7822 -1.8674  0.17
H: -0.6961 1.3364 0.0119  0.49
H: 2.8676 0.6234 -0.3147  0.18
H: 2.3688 -1.0228 -0.7535  0.19
H: 1.4270 0.3227 1.5177  0.48


Short version: (b) is the most stable of them.


(a)
Here is C4H11N2O as an isolated structure from the OMol25 dataset. Energies are from ωB97M-V/def2-TZVPD.

Results
Spin multiplicity: 1
Charge: +1
Kohn-Sham gap, eV: 10.5

Last column: natural (NBO) charge in e.
Element x y z (Å)
C: 0.6928 -1.2335 -0.2977  -0.53
C: -0.7238 -1.4953 0.3370  -0.07
C: 0.8628 0.2428 -0.2737  0.05
C: -1.7989 1.1417 -0.4337  -0.45
N: -0.7331 0.8787 0.5360  -0.13
N: 1.4662 0.7165 0.9798  -0.68
O: -0.9920 -0.3764 1.1939  -0.42
H: 1.3812 -1.8532 0.2358  0.25
H: 0.7745 -1.6546 -1.2936  0.27
H: -1.5355 -1.5308 -0.3693  0.20
H: -0.7086 -2.4523 1.0019  0.24
H: 0.7541 0.8100 -1.2019  0.27
H: -2.0112 0.2014 -0.9899  0.19
H: -2.5828 1.5779 0.1617  0.25
H: -1.3250 1.7941 -1.1530  0.21
H: 1.4279 1.6841 1.0086  0.45
H: 2.4992 0.3914 1.1105  0.44
H: 0.9022 0.3446 1.7598  0.47


(b)
Here is a 2-piece molecular cluster, C4H11N2O overall from the OMol25 dataset. Energies are from ωB97M-V/def2-TZVPD.

Results
Spin multiplicity: 1
Charge: +1
Kohn-Sham gap, eV: 9.1

Last column: natural (NBO) charge in e.
Element x y z (Å)
C: -2.3785 -0.5080 0.3336  0.40
C: 1.4651 0.8389 -0.9450  -0.69
C: 2.9571 -0.1801 0.7747  -0.47
C: 1.8491 -0.1928 0.1357  0.31
N: -3.4962 0.2355 0.4941  -0.74
N: -1.4675 -0.0756 -0.5184  -0.72
O: 0.8257 -1.1200 0.3707  -0.75
H: 1.4108 0.3388 -1.8678  0.23
H: 0.6249 1.3953 -0.6280  0.21
H: 2.3901 1.5225 -1.1151  0.26
H: 3.2206 -0.9035 1.4790  0.21
H: -2.1652 -1.4285 1.0109  0.26
H: 3.6456 0.4869 0.3542  0.22
H: -4.0669 0.0906 1.3068  0.44
H: -3.7713 1.0267 -0.1641  0.43
H: -0.4815 -0.3453 -0.5617  0.48
H: -1.7991 0.7422 -1.1335  0.41
H: 1.2372 -1.9235 0.6738  0.51


Short version: (b) is the most stable of them.


(a)
Here is a 2-piece molecular cluster, C5H9N4O overall from the OMol25 dataset. Energies are from ωB97M-V/def2-TZVPD.

Results
Spin multiplicity: 1
Charge: +1
Kohn-Sham gap (alpha / beta), eV: 7.7 / 7.7

Last column: natural (NBO) charge in e.
Element x y z (Å)
C: -0.2558 -1.7627 0.0689  0.13
C: -2.1466 1.1649 0.5861  0.37
C: -0.6849 -0.5095 0.3342  -0.05
C: 1.7128 -0.7410 -0.9029  -0.06
C: -0.0626 0.7002 -0.1266  0.54
N: 0.8961 -1.9157 -0.6310  -0.54
N: -2.0172 -0.1123 0.8012  -0.46
N: 0.8450 0.4723 -1.0946  -0.58
N: -1.0986 1.6302 -0.1363  -0.54
O: 1.0343 1.1048 1.5958  -0.96
H: -0.7338 -2.6420 0.2942  0.24
H: -3.1728 1.6864 0.7308  0.28
H: 2.2565 -0.6613 0.1040  0.21
H: 2.4524 -0.6701 -1.6982  0.24
H: 1.5266 -2.7024 -0.5418  0.43
H: -2.5179 -0.4210 1.6168  0.45
H: 1.1933 1.2638 -1.4629  0.40
H: -0.9217 2.3813 -0.8086  0.46
H: 1.6948 1.7341 1.2708  0.44


(b)
Here is an isolated ion of composition C5H9N4O and charge +1 from the OMol25 dataset. Energies are from ωB97M-V/def2-TZVPD.

Results
Spin multiplicity: 1
Charge: +1
Kohn-Sham gap (alpha / beta), eV: 8.3 / 7.7
SMILES: CN(C)[N+]#[N+]C=C=C(N)[O-]

Last column: natural (NBO) charge in e.
Element x y z (Å)
C: 1.7490 -0.6792 -0.9320  -0.47
N: 0.6260 0.2481 -1.0116  -0.11
C: -0.4326 -0.2759 -1.7910  -0.45
N: 0.9613 1.4772 -0.9300  0.16
N: 0.8344 2.2419 -0.0207  0.02
C: 0.3713 1.6663 1.2472  -0.22
C: -0.1946 0.5153 1.4136  0.16
C: -1.1407 -0.6047 1.3332  0.56
N: -2.1740 -0.4534 2.1078  -0.75
O: -0.8754 -1.5557 0.6029  -0.58
H: 2.4562 -0.3944 -0.1122  0.25
H: 1.5245 -1.7974 -0.9469  0.29
H: 2.4752 -0.4047 -1.8300  0.25
H: -1.1223 0.4634 -2.1861  0.25
H: -0.0005 -0.6728 -2.7059  0.23
H: -0.7869 -1.0626 -1.1909  0.29
H: 0.7799 2.4048 1.9137  0.28
H: -2.4341 0.2286 2.7732  0.43
H: -2.6167 -1.3448 2.2658  0.42


(c)
Here is a 2-piece molecular cluster, C5H9N4O overall from the OMol25 dataset. Energies are from ωB97M-V/def2-TZVPD.

Results
Spin multiplicity: 1
Charge: +1
Kohn-Sham gap, eV: 9.3

Last column: natural (NBO) charge in e.
Element x y z (Å)
C: 0.3983 1.1800 -0.5048  0.22
C: -1.6099 -1.2582 0.8560  0.48
C: -2.4851 -2.4863 1.0667  -0.73
C: 1.9086 3.1513 -0.7031  -0.42
C: -0.3264 -1.7355 0.3423  -0.07
N: 2.3771 0.7771 -1.1452  0.00
N: 1.8722 -0.3300 -0.9305  -0.02
N: 1.5362 1.7582 -0.8228  -0.15
N: 0.5990 -0.0858 -0.6298  -0.23
O: -2.0186 -0.1669 1.0313  -0.45
H: -0.4648 1.8020 -0.2055  0.28
H: -3.3186 -2.3107 1.7790  0.28
H: -2.8319 -2.8529 0.0107  0.27
H: -1.9721 -3.3776 1.4437  0.25
H: 1.5342 3.6913 -1.5771  0.24
H: 1.5096 3.5305 0.2504  0.24
H: 2.9865 3.0885 -0.7995  0.26
H: -0.1955 -2.5224 -0.5079  0.29
H: 0.5012 -1.8528 1.0461  0.26


Short version: (a) is the most stable of them.


(a)
Here is C9H17P as an isolated structure from the OMol25 dataset. Energies are from ωB97M-V/def2-TZVPD.

Results
Spin multiplicity: 1
Kohn-Sham gap, eV: 9.2

Last column: natural (NBO) charge in e.
Element x y z (Å)
C: 1.3154 -2.1728 1.4489  -0.38
C: 0.5740 -1.1001 1.2091  -0.22
C: 1.7221 0.6761 -0.4410  -0.32
C: 2.2206 1.3241 0.7879  -0.72
C: -2.1660 -0.8712 0.2121  -0.60
C: -1.3456 0.2506 -1.8526  -0.60
C: -1.1927 1.4269 0.3252  -0.61
C: 0.2684 -0.6057 -0.1364  -0.18
C: -1.0840 0.0606 -0.3564  -0.08
P: 2.3559 0.8550 -1.9656  0.39
H: 1.5550 -2.4919 2.4489  0.20
H: 1.7155 -2.7737 0.6489  0.19
H: 0.1937 -0.5194 2.0380  0.20
H: 1.4086 1.7094 1.4039  0.22
H: 2.7712 0.5954 1.3881  0.24
H: 2.8958 2.1435 0.5390  0.22
H: -2.1111 -1.8509 -0.2582  0.21
H: -2.0523 -0.9962 1.2857  0.21
H: -3.1527 -0.4530 0.0188  0.21
H: -1.2983 -0.7002 -2.3813  0.21
H: -2.3361 0.6752 -2.0071  0.21
H: -0.6136 0.9283 -2.2872  0.22
H: -0.4917 2.1264 -0.1214  0.22
H: -2.1987 1.8188 0.1960  0.21
H: -0.9953 1.3597 1.3924  0.20
H: 0.4947 -1.3396 -0.9053  0.22
H: 1.5472 -0.0751 -2.6304  -0.06


(b)
Here is C9H17P in the gas phase from the OMol25 dataset. Energies are from ωB97M-V/def2-TZVPD.

Results
Spin multiplicity: 1
Kohn-Sham gap, eV: 9.5
SMILES: CC(C)C[C@H]1C=C1P(C)C

Last column: natural (NBO) charge in e.
Element x y z (Å)
C: 3.4039 0.8399 -0.1216  -0.61
C: 2.3032 -0.3008 -0.2390  -0.19
C: 2.4244 -1.3799 0.8012  -0.62
C: 0.8685 0.3462 -0.3116  -0.43
C: -0.1001 -0.5468 -1.0070  -0.22
C: -0.8158 -1.8165 -0.5254  -0.21
C: -1.7288 -0.8631 -0.5220  -0.31
P: -3.4034 -0.3180 -0.2541  0.82
C: -3.1693 0.1607 1.5335  -0.89
C: -3.0880 1.3595 -0.9242  -0.92
H: 3.6203 1.3377 -1.1034  0.21
H: 4.3148 0.3190 0.1164  0.20
H: 3.1758 1.5338 0.6895  0.20
H: 2.4335 -0.6684 -1.2488  0.19
H: 3.4471 -1.6293 0.8861  0.21
H: 1.8769 -2.1849 0.3247  0.21
H: 1.8365 -1.1049 1.7106  0.21
H: 0.9212 1.3733 -0.7959  0.21
H: 0.6573 0.5802 0.7731  0.19
H: -0.0166 -0.3239 -2.0971  0.19
H: -0.6282 -2.7583 -0.1122  0.21
H: -2.4875 1.1311 1.4994  0.21
H: -2.5949 -0.4730 2.0881  0.23
H: -4.1021 0.3363 1.9568  0.22
H: -3.0608 1.3641 -2.0210  0.24
H: -2.1288 1.7254 -0.4316  0.23
H: -3.9592 1.9605 -0.6647  0.22


Short version: (a) is the most stable of them.


(a)
Here is F4KN2O8S4 as an isolated structure from the OMol25 dataset. Energies are from ωB97M-V/def2-TZVPD.

Results
Spin multiplicity: 1
Charge: -1
Kohn-Sham gap, eV: 6.1

Last column: natural (NBO) charge in e.
Element x y z (Å)
K: 5.2183 -14.2568 -11.3750  1.00
N: 6.7201 -17.1975 -4.9857  -1.03
S: 6.1202 -17.7465 -6.1615  2.46
O: 6.6931 -17.5458 -7.4426  -0.94
O: 4.7456 -18.1613 -6.0626  -0.95
F: 6.9611 -19.0845 -5.8869  -0.55
S: 6.0821 -15.6244 -5.2523  2.32
O: 5.4733 -15.1607 -4.0706  -0.90
O: 5.6894 -15.1350 -6.6252  -0.88
F: 7.5776 -14.9051 -5.1195  -0.52
N: 11.8091 -15.2441 -10.8311  -1.03
S: 10.9127 -16.5399 -11.4650  2.30
O: 9.4533 -16.5172 -11.7317  -0.89
O: 11.4997 -17.8122 -11.0179  -0.88
F: 11.4664 -16.3280 -12.9839  -0.52
S: 10.9795 -15.2555 -9.5811  2.41
O: 11.1853 -16.2058 -8.5355  -0.88
O: 9.6590 -14.7194 -9.7601  -0.96
F: 11.6248 -13.8677 -9.0440  -0.54


(b)
Here is F4KN2O8S4 as an isolated structure from the OMol25 dataset. Energies are from ωB97M-V/def2-TZVPD.

Results
Spin multiplicity: 1
Charge: -1
Kohn-Sham gap, eV: 7.2

Last column: natural (NBO) charge in e.
Element x y z (Å)
K: 1.5958 2.9556 -0.8810  0.99
N: 0.4893 -0.6559 2.3310  -1.18
S: 0.0362 -2.0928 2.7641  2.49
O: 0.8730 -2.7570 3.7150  -0.94
O: -0.5106 -2.8655 1.7101  -0.93
F: -1.2387 -1.6734 3.6298  -0.51
S: 1.8266 -0.8339 1.4797  2.48
O: 1.8925 -1.7134 0.3742  -0.89
O: 2.9680 -0.6722 2.3112  -0.94
F: 1.7262 0.6130 0.7128  -0.58
N: -0.5408 1.3863 -1.2965  -1.22
S: -0.2437 0.1982 -2.4471  2.45
O: -0.2677 0.5323 -3.8296  -0.91
O: -0.6800 -1.0682 -2.0299  -0.88
F: 1.3316 0.1580 -2.1174  -0.53
S: -2.0099 1.8593 -1.6686  2.47
O: -3.0501 1.0661 -1.1180  -0.91
O: -2.2204 2.4115 -2.9518  -0.93
F: -1.9774 3.1521 -0.6881  -0.54


Short version: (b) is the most stable of them.


(a)
Here is C5H11NO2 as an isolated structure from the OMol25 dataset. Energies are from ωB97M-V/def2-TZVPD.

Results
Spin multiplicity: 2
Charge: -1
Expectation value of S²: 0.754
Kohn-Sham gap (alpha / beta), eV: 6.8 / 7.1

Last column: natural (NBO) charge in e.
Element x y z (Å)
O: -0.4614 -0.1014 -2.0386  -0.89
C: 0.3201 0.7132 -1.3466  0.43
O: 1.6808 0.9356 -2.2114  -0.87
C: 0.0465 1.8171 -0.4968  -0.41
C: 0.9947 0.0737 -0.1490  -0.47
C: 0.3693 -0.2820 1.2427  -0.22
C: -1.7793 -1.3583 0.7442  -0.45
N: -0.3640 -1.5166 1.1758  -0.63
H: 1.2548 0.7890 -3.0761  0.46
H: 0.8328 2.5659 -0.5368  0.19
H: -1.0018 2.1401 -0.4597  0.17
H: 1.9401 0.6168 0.0307  0.21
H: 1.6119 -0.8836 -0.4485  0.21
H: -0.1603 0.6766 1.6564  0.15
H: 1.2485 -0.4787 1.9417  0.18
H: -1.7102 -0.5385 -0.0998  0.26
H: -2.3494 -0.8234 1.5613  0.14
H: -2.1802 -2.3556 0.4432  0.19
H: -0.2929 -1.9900 2.0672  0.33


(b)
Here is a 2-piece molecular cluster, C5H11NO2 overall from the OMol25 dataset. Energies are from ωB97M-V/def2-TZVPD.

Results
Spin multiplicity: 2
Charge: -1
Expectation value of S²: 0.760
Kohn-Sham gap (alpha / beta), eV: 7.2 / 6.1

Last column: natural (NBO) charge in e.
Element x y z (Å)
O: 3.0275 -0.5682 0.3559  -0.59
C: 2.0909 -0.2679 -0.4013  0.29
C: 1.2526 0.8437 -0.5273  -0.10
C: -0.0795 0.8016 -1.1099  -0.56
C: -0.6942 -0.6198 -0.9055  -0.22
C: 0.2012 -0.6851 1.5179  -0.42
N: -0.8833 -0.9174 0.5833  -0.68
H: 1.8002 -0.9320 -1.1907  0.10
H: 0.5109 0.3787 1.7070  0.15
H: 1.7353 1.8402 -0.4270  0.19
H: -0.8490 1.4385 -0.6746  0.33
H: 0.0436 0.9587 -2.1977  0.21
H: -0.0896 -1.4170 -1.3516  0.15
H: -1.7301 -0.6707 -1.3620  0.23
H: 1.1161 -1.1934 1.3739  0.19
H: -0.1368 -0.9970 2.4787  0.18
H: -1.6425 -0.2689 0.8311  0.44
H: -3.1848 1.3285 0.9600  0.42
O: -2.4884 0.9474 0.3400  -1.31


Short version: (b) is the most stable of them.